The following is a DFT calculation (ωB97M-V/def2-TZVPD) of a molecular structure, C13H17BeIN2.

```
34
Properties=species:S:1:pos:R:3
C -3.134 -1.239 0.973
C -1.719 1.446 0.874
H -3.563 -2.131 0.480
H -3.940 -0.514 0.941
H -2.984 -1.465 2.029
H -2.649 1.950 0.546
H -1.709 1.440 1.972
H -0.871 2.063 0.589
C -0.285 -2.018 1.222
C 0.653 -3.051 1.244
C 1.799 -2.925 0.470
C 1.963 -1.741 -0.230
H -1.145 -2.093 1.879
H 0.451 -3.923 1.852
H 2.556 -3.701 0.416
H 2.844 -1.605 -0.837
N -0.197 -0.918 0.452
C 1.022 -0.698 -0.162
C 1.454 0.639 -0.696
N 0.635 1.694 -0.593
C 0.997 2.905 -1.016
C 3.158 2.117 -1.665
C 2.267 3.181 -1.543
H 0.250 3.695 -0.929
H 2.517 4.196 -1.834
C 2.753 0.847 -1.266
H 3.445 0.016 -1.363
H 4.157 2.266 -2.063
Be -1.948 -0.147 0.447
C -2.175 -0.122 -1.265
H -1.448 -0.670 -1.863
H -2.169 0.882 -1.675
H -3.137 -0.545 -1.533
I 0.153 0.169 4.147
```

- spin multiplicity = 1
- frontier orbital gap (alpha / beta) (eV) = 3.522 / 3.541
- energy relative to the best compared isomer or geometry (same formula, charge and spin) (eV) = 8.500

And the Löwdin charges, in e, turn out to be: -0.0938 -0.0452 0.0489 0.0316 0.0354 0.0510 0.0199 0.0033 -0.1562 -0.0317 -0.0350 -0.0130 0.0697 0.1136 0.1159 0.0930 0.0994 -0.1299 -0.1651 0.0776 -0.1108 -0.0595 -0.0490 0.1155 0.1042 -0.0026 0.0928 0.1099 -0.0939 -0.0103 0.0481 0.0296 0.0331 -0.2965

The following is a DFT calculation (ωB97M-V/def2-TZVPD) of a molecular structure, C13H17BrCdO.

```
33
Properties=species:S:1:pos:R:3
C -1.366 -1.224 -2.746
C -1.447 -2.226 -1.755
C -2.206 -1.685 -0.636
H -1.079 -3.246 -1.835
C -2.487 -0.303 -0.952
C -2.044 -0.061 -2.263
H -2.180 0.859 -2.829
H -0.920 -1.333 -3.726
H -2.662 -2.266 0.177
H -3.038 0.395 -0.314
Cd -0.377 -1.622 0.771
Br 1.618 -3.083 1.236
C 2.662 1.142 -0.649
C 1.796 1.900 -1.501
C 1.667 1.199 -2.742
H 1.313 2.837 -1.237
C 2.422 -0.005 -2.650
C 2.993 -0.072 -1.340
H 3.574 -0.897 -0.930
H 2.950 1.395 0.366
H 1.055 1.520 -3.586
H 2.518 -0.773 -3.413
C -1.607 0.084 3.178
C -0.539 0.955 2.512
C 0.815 1.075 3.197
O -0.328 0.499 1.197
H -1.322 -0.992 3.199
H -2.510 0.195 2.572
H -1.886 0.352 4.205
H -0.932 2.008 2.432
H 1.442 0.191 3.015
H 1.312 1.947 2.766
H 0.792 1.232 4.277
```

- spin multiplicity = 1
- frontier orbital gap (eV) = 4.749
- net charge = -2
- energy relative to the best compared isomer or geometry (same formula, charge and spin) (eV) = 0.000

And the Löwdin charges, in e, turn out to be: -0.1686 -0.2426 -0.3777 0.0606 -0.2110 -0.1640 0.0723 0.0693 0.0419 0.0711 1.1192 -0.4665 -0.2258 -0.2265 -0.2424 0.0393 -0.2416 -0.2358 0.0337 0.0392 0.0389 0.0359 -0.1209 -0.6413 -0.0972 -0.4094 0.0443 0.0579 0.0506 0.1201 0.0645 0.0652 0.0473

The following is a DFT calculation (ωB97M-V/def2-TZVPD) of 2 unconnected molecules or ions with the total composition C13H17ClN.

```
32
Properties=species:S:1:pos:R:3
Cl 5.584 0.010 -1.367
C 3.882 0.021 -1.237
C 3.190 -1.193 -1.078
C 1.798 -1.190 -0.968
C 1.046 0.025 -0.972
C -0.387 -0.005 -0.951
C -1.238 1.205 -0.971
C -2.666 0.718 -1.415
C -2.495 -0.770 -1.551
C -1.175 -1.150 -1.306
C 1.786 1.239 -1.137
C 3.174 1.232 -1.276
H 3.738 -2.132 -1.031
H 1.263 -2.144 -0.893
H -1.295 1.673 0.016
H -0.888 1.926 -1.710
H -3.403 0.999 -0.648
H -2.948 1.231 -2.353
H -3.313 -1.417 -1.819
H -0.750 -2.145 -1.429
H 1.245 2.186 -1.188
H 3.724 2.162 -1.394
C 0.043 -0.902 2.798
N -0.712 0.215 2.272
C -2.133 0.176 2.551
H 1.100 -0.730 2.568
H -0.066 -1.035 3.885
H -0.306 -1.816 2.305
H -0.288 1.110 2.478
H -2.574 1.101 2.160
H -2.561 -0.692 2.037
H -2.376 0.094 3.623
```

- spin multiplicity = 1
- frontier orbital gap (eV) = 6.154
- net charge = +1
- energy relative to the best compared isomer or geometry (same formula, charge and spin) (eV) = 0.000

And the Löwdin charges, in e, turn out to be: 0.7734 -0.6466 -0.0653 0.0173 -0.1591 -0.0887 -0.1116 -0.1201 0.0693 0.0239 0.0263 -0.0653 0.1195 0.1189 0.1269 0.1326 0.1280 0.1396 0.1249 0.1195 0.1225 0.1188 -0.1379 -0.2043 -0.1396 0.0778 0.0824 0.0765 0.1048 0.0737 0.0775 0.0843

The following is a DFT calculation (ωB97M-V/def2-TZVPD) of 3 unconnected molecules or ions with the total composition C13H17ClN3O.

```
35
Properties=species:S:1:pos:R:3
Cl 1.348 -0.721 1.942
N 0.127 -1.635 2.749
C -1.134 -1.754 1.924
C -2.474 -1.369 3.036
C -4.034 -1.338 2.274
O -3.201 -0.010 2.772
H 0.493 -2.623 2.877
H -0.147 -1.259 3.698
H -1.243 -0.977 1.058
H -1.314 -2.869 1.621
H -2.407 -1.822 4.204
H -3.697 -1.736 1.220
H -4.492 -1.968 3.147
N 2.309 4.898 -1.006
C 1.186 4.202 -1.287
C 0.799 3.057 -0.609
C 1.614 2.593 0.418
C 2.778 3.288 0.730
C 3.079 4.425 -0.002
H 0.585 4.602 -2.099
H -0.115 2.540 -0.877
H 1.344 1.698 0.971
H 3.434 2.952 1.525
H 3.975 5.003 0.206
N 0.355 -3.332 -2.906
C -0.005 -2.578 -3.968
C -0.226 -1.211 -3.902
C -0.073 -0.578 -2.673
C 0.295 -1.328 -1.562
C 0.497 -2.689 -1.727
H -0.115 -3.118 -4.903
H -0.511 -0.655 -4.788
H -0.240 0.492 -2.583
H 0.422 -0.864 -0.590
H 0.789 -3.317 -0.890
```

- spin multiplicity = 1
- frontier orbital gap (eV) = 6.901
- net charge = +1

And the Löwdin charges, in e, turn out to be: 0.8196 -0.3741 -0.1335 -0.1965 0.0317 -0.1441 0.1695 0.1592 0.1373 0.1536 0.1806 0.1258 0.1287 0.0692 -0.1379 -0.0838 -0.1041 -0.0754 -0.1355 0.1074 0.0915 0.0262 0.1012 0.1088 0.0642 -0.1281 -0.0579 -0.0697 -0.1086 -0.1639 0.1110 0.1105 0.0983 0.0264 0.0922

The following is a DFT calculation (ωB97M-V/def2-TZVPD) of a molecular structure, C13H17CuF4N3O2P2S2.

```
44
Properties=species:S:1:pos:R:3
C 0.286 5.461 0.147
C -0.307 4.040 0.535
P -0.133 2.750 -0.807
C 1.678 2.900 -1.383
C 2.645 1.822 -0.714
C -0.348 1.020 -0.150
C -0.175 -0.159 -1.027
P 0.212 0.170 -2.844
N 1.684 -0.342 -3.225
C -0.296 -1.588 -0.531
C -0.045 -2.757 -1.542
C -1.381 -3.457 -2.033
F 0.837 -3.706 -0.960
C -0.613 -1.887 0.873
S -0.728 -3.552 1.562
O 0.626 -4.036 1.864
O -1.360 -4.540 0.706
C -1.630 -3.616 3.199
F -1.957 -4.914 3.416
F -2.791 -2.923 3.212
F -0.775 -3.258 4.271
C -0.815 -0.707 1.777
N -1.100 -0.686 3.102
S -1.267 0.848 3.710
N -0.937 1.638 2.291
C -0.700 0.751 1.304
H 1.335 5.531 0.553
H 0.270 5.687 -0.947
H -0.306 6.218 0.736
H -1.393 4.175 0.795
H 0.194 3.737 1.500
H 2.093 3.923 -1.202
H 1.712 2.739 -2.500
H 2.828 0.981 -1.428
H 2.315 1.491 0.304
H 3.641 2.332 -0.567
H 0.158 1.552 -3.153
H -0.805 -0.504 -3.580
H 1.529 -1.057 -3.952
H 0.482 -2.412 -2.472
H -2.296 -3.076 -1.499
H -1.287 -4.533 -1.705
H -1.489 -3.482 -3.144
Cu 0.391 -2.749 5.745
```

- spin multiplicity = 1
- frontier orbital gap (eV) = 4.283
- net charge = +1

And the Löwdin charges, in e, turn out to be: -0.1655 -0.4477 0.9722 -0.3844 -0.1539 -0.2826 -0.2401 0.7527 -0.3084 -0.0615 -0.3038 -0.0281 -0.0287 -0.1333 0.8046 -0.2857 -0.2549 -0.5313 0.1487 0.1414 -0.0103 -0.2581 -0.3021 1.0263 -0.2458 -0.2800 0.0752 0.0710 0.0795 0.0746 0.0638 0.0705 0.0564 0.0429 0.0634 0.0762 -0.0161 0.0211 -0.0294 0.1052 0.0914 0.0885 0.0853 0.8409

The following is a DFT calculation (ωB97M-V/def2-TZVPD) of C13H17FN2O3 in the gas phase.

```
36
Properties=species:S:1:pos:R:3
C -1.080 -3.310 0.304
O -1.034 -1.891 0.233
C -2.069 -1.211 0.733
O -3.066 -1.720 1.171
C -1.867 0.293 0.624
N -0.479 0.641 0.451
C 0.126 1.547 1.257
O -0.464 2.295 2.005
N 1.500 1.659 1.093
C 2.407 0.749 0.560
C 3.492 1.202 -0.191
C 4.417 0.321 -0.717
C 4.285 -1.042 -0.509
C 3.234 -1.518 0.256
C 2.324 -0.628 0.790
F 1.345 -1.117 1.586
C -2.765 0.832 -0.519
C -2.776 2.357 -0.500
C -2.305 0.313 -1.879
H -2.112 -3.645 0.424
H -0.485 -3.641 1.157
H -0.654 -3.695 -0.621
H -2.201 0.752 1.562
H 0.069 0.027 -0.129
H 1.879 2.530 1.436
H 3.597 2.264 -0.355
H 5.245 0.701 -1.296
H 5.003 -1.731 -0.924
H 3.120 -2.569 0.466
H -3.776 0.463 -0.318
H -1.778 2.745 -0.689
H -3.448 2.737 -1.265
H -3.103 2.727 0.468
H -1.307 0.679 -2.110
H -2.982 0.660 -2.655
H -2.293 -0.774 -1.900
```

- spin multiplicity = 1
- SMILES = COC(=O)[C@@H](NC(=O)Nc1ccccc1F)C(C)C
- frontier orbital gap (eV) = 9.583
- energy relative to the best compared isomer or geometry (same formula, charge and spin) (eV) = 0.000

And the Löwdin charges, in e, turn out to be: -0.0277 -0.0579 -0.4557 0.1275 -0.1860 0.1294 -0.5381 0.0742 0.1415 -0.1899 -0.0168 -0.0888 -0.0864 -0.0083 -0.2138 0.0734 -0.3573 -0.0616 -0.0559 0.0917 0.0981 0.0949 0.1648 0.1311 0.1551 0.1157 0.1038 0.1038 0.1193 0.1426 0.0793 0.0780 0.0827 0.0803 0.0811 0.0759

The following is a DFT calculation (ωB97M-V/def2-TZVPD) of a molecular structure, C13H17IN2OTi.

```
35
Properties=species:S:1:pos:R:3
C -2.161 -0.935 -2.411
C -2.963 0.024 1.068
H -2.957 -0.313 -2.875
H -2.697 -1.735 -1.827
H -1.488 -1.427 -3.112
H -3.226 0.978 1.542
H -3.869 -0.346 0.553
H -2.768 -0.701 1.865
C 0.819 0.225 -2.575
C 2.033 0.686 -3.087
C 2.848 1.495 -2.306
C 2.419 1.800 -1.016
H 0.117 -0.377 -3.160
H 2.323 0.415 -4.112
H 3.791 1.902 -2.663
H 2.998 2.449 -0.381
N 0.419 0.506 -1.314
C 1.221 1.255 -0.515
C 0.807 1.464 0.890
N -0.357 0.898 1.304
C -0.684 0.998 2.604
C 1.246 2.345 3.125
C 0.066 1.720 3.534
H -1.600 0.521 2.946
H -0.315 1.781 4.551
C 1.608 2.215 1.788
H 2.506 2.698 1.414
H 1.862 2.916 3.820
Ti -1.678 -0.214 -0.545
I -2.428 2.210 -1.338
C 0.279 -2.478 0.241
O -0.834 -1.687 -0.089
H 0.994 -2.440 -0.587
H -0.089 -3.500 0.381
H 0.754 -2.089 1.149
```

- spin multiplicity = 3
- expectation value of S² = 2.0273
- frontier orbital gap (alpha / beta) (eV) = 4.800 / 4.503
- energy relative to the best compared isomer or geometry (same formula, charge and spin) (eV) = 4.578

And the Löwdin charges, in e, turn out to be: -0.2408 -0.2884 -0.0209 0.0276 0.0107 0.0038 0.0112 0.0149 -0.1412 -0.0994 -0.0918 -0.0275 0.0794 0.0998 0.1016 0.0881 -0.0378 -0.2486 -0.2293 0.0246 -0.1506 -0.0845 -0.0923 0.0842 0.0939 -0.0291 0.0906 0.1032 0.5232 0.6729 -0.1218 -0.3829 0.0849 0.0837 0.0887

The following is a DFT calculation (ωB97M-V/def2-TZVPD) of a molecular structure, C13H17MnN3O5S.

```
40
Properties=species:S:1:pos:R:3
Mn -1.212 1.031 -0.300
O -1.533 2.376 -2.017
C -1.147 1.740 -3.258
C -1.798 0.388 -3.350
N -1.410 -0.432 -2.214
C -0.100 -1.076 -2.319
C 0.435 -1.138 -0.900
O 0.713 -2.197 -0.347
O 0.478 0.028 -0.342
C -2.465 -1.352 -1.810
C -3.479 -0.680 -0.907
O -4.579 -1.181 -0.776
O -3.045 0.370 -0.271
H -2.487 2.534 -2.028
H -1.417 2.372 -4.103
H -0.063 1.668 -3.215
H -2.882 0.519 -3.315
H -1.564 -0.076 -4.318
H -0.152 -2.063 -2.782
H 0.571 -0.442 -2.898
H -2.975 -1.808 -2.662
H -2.021 -2.165 -1.229
N -1.419 -1.242 1.822
C -0.514 -0.309 2.130
S -1.001 1.356 2.106
N 0.719 -0.746 2.376
C 1.922 -0.028 2.631
C 3.096 -0.681 2.267
C 4.326 -0.087 2.493
C 4.396 1.167 3.087
C 3.221 1.806 3.451
C 1.980 1.220 3.230
H -2.322 -0.923 1.492
H -1.132 -2.186 1.608
H 0.900 -1.658 1.973
H 3.040 -1.650 1.780
H 5.230 -0.606 2.199
H 5.354 1.637 3.265
H 3.258 2.781 3.921
H 1.077 1.732 3.530
```

- spin multiplicity = 2
- expectation value of S² = 0.7920
- frontier orbital gap (alpha / beta) (eV) = 8.694 / 8.352
- energy relative to the best compared isomer or geometry (same formula, charge and spin) (eV) = 0.516

And the Löwdin charges, in e, turn out to be: 0.6149 -0.1072 -0.1759 -0.1593 -0.1942 -0.0801 -0.6051 0.0421 -0.1447 -0.0847 -0.6325 0.0627 -0.1567 0.1139 0.1283 0.1235 0.1392 0.1399 0.1352 0.1297 0.1390 0.1375 0.1461 -0.7669 0.7100 0.0870 -0.2270 -0.0231 -0.0829 -0.0942 -0.0781 -0.0513 0.0904 0.1214 0.1267 0.1163 0.1035 0.1000 0.1045 0.0521

For each record above, in turn, the calculated energy values are -25233.394, -90409.423, -27761.667, -32782.318, -118065.161, -25598.237, -49997.949, -70620.686 eV.